Record 1
# C4H13N2

A gas-phase ion, C4H13N2 (charge +1) at a distorted geometry (ωB97M-V/def2-TZVPD, the OMol25 dataset).

```
19
Properties=species:S:1:pos:R:3:lowdin_charge:R:1
C -1.94 -1.34 -0.80 0.060
N -1.33 -0.31 0.24 0.019
C 0.10 0.04 -0.14 -0.388
C 0.03 1.45 -0.57 -0.066
C 1.24 -0.28 0.83 -0.223
N 2.35 0.63 0.65 0.004
H -1.17 -2.08 -1.06 0.106
H -2.00 -0.62 -1.61 0.097
H -2.84 -1.89 -0.52 0.106
H -1.87 0.58 0.52 0.202
H -1.34 -0.66 1.24 0.179
H 0.32 -0.58 -1.01 0.132
H -0.88 1.73 -1.14 0.100
H 1.04 1.81 -1.06 0.145
H -0.06 1.92 0.38 0.073
H 0.67 -0.35 1.81 0.141
H 1.69 -1.25 0.66 0.116
H 3.18 0.35 0.07 0.122
H 2.80 0.86 1.52 0.075
```

Output
LUMO ... -0.121 Ha
Charge ... +1
Relative energy (zero: lowest compared OMol25 entry of this formula, charge and spin) ... 60.89 kcal/mol
SMILES ... C[NH2+][C@@H](C)CN


Record 2
# C5H4NS2

A gas-phase ion, C5H4NS2 (charge +1) at a distorted geometry (ωB97M-V/def2-TZVPD, the OMol25 dataset).

```
12
Properties=species:S:1:pos:R:3:lowdin_charge:R:1
C -1.16 0.17 -0.39 -0.109
C 0.51 -0.61 1.07 -0.100
C -1.78 0.51 -1.57 -0.521
C 1.86 -0.62 1.36 -0.266
C 1.18 0.99 -0.28 -0.207
N 0.17 0.26 0.08 -0.148
S -0.85 0.80 -2.96 0.802
S 2.65 0.65 0.46 1.157
H -1.85 -0.10 0.42 0.141
H -0.29 -1.20 1.42 0.135
H -2.78 0.58 -1.44 0.035
H 2.33 -1.42 1.83 0.082
```

Output
LUMO (spin up / spin down) ... -0.266 / -0.243 Ha
Charge ... +1
Relative energy (zero: lowest compared OMol25 entry of this formula, charge and spin) ... 67.62 kcal/mol


Record 3
# C3H4F5N2

2 unconnected molecules or ions with the total composition C3H4F5N2 at a distorted geometry (ωB97M-V/def2-TZVPD, the OMol25 dataset).

```
14
Properties=species:S:1:pos:R:3:lowdin_charge:R:1
C 0.16 -0.97 0.34 -0.324
C 1.20 -0.06 0.24 -0.266
C 4.57 -0.28 -0.22 -0.447
N 0.25 -2.21 -0.23 0.183
N -0.95 -0.59 1.03 0.189
F 2.32 -0.29 -0.48 0.087
F 1.19 1.06 0.92 0.156
F 4.98 0.73 -0.86 0.323
F 4.69 -1.36 -0.77 0.396
F 4.53 -0.09 1.07 0.285
H 1.08 -2.61 -0.38 0.058
H -0.62 -2.77 -0.29 0.153
H -1.16 0.31 1.24 0.080
H -1.70 -1.24 1.21 0.128
```

Output
LUMO (spin up / spin down) ... -0.182 / -0.265 Ha
Charge ... +1
Relative energy (zero: lowest compared OMol25 entry of this formula, charge and spin) ... 112.02 kcal/mol


Record 4
# C4H5NO2

2 unconnected molecules or ions with the total composition C4H5NO2 (ωB97M-V/def2-TZVPD, the OMol25 dataset).

```
12
Properties=species:S:1:pos:R:3:lowdin_charge:R:1
C -1.33 -0.68 -0.03 0.022
C -0.69 0.09 -0.91 -0.173
C 0.54 -0.40 -1.58 -0.299
O 0.99 -1.52 -1.43 0.036
H -2.19 -0.34 0.54 0.071
H -0.96 -1.69 0.18 0.079
H -0.99 1.12 -1.09 0.103
H 1.05 0.33 -2.24 0.116
N 0.32 0.33 2.08 0.179
C 0.95 0.91 1.20 -0.389
O 1.50 1.44 0.32 0.168
H 0.80 0.41 2.96 0.087
```

Output
LUMO ... 0.013 Ha
Relative energy (zero: lowest compared OMol25 entry of this formula, charge and spin) ... 34.88 kcal/mol
SMILES ... C=CC=O.N=C=O


Record 5
# C5H12O

A single C5H12O molecule (ωB97M-V/def2-TZVPD, the OMol25 dataset).

```
18
Properties=species:S:1:pos:R:3:lowdin_charge:R:1
C 1.67 1.55 1.13 -0.119
C 0.33 1.20 0.49 -0.285
C -0.26 -0.18 0.85 -0.188
C -1.49 -0.57 -0.01 -0.234
O -1.28 -1.79 -0.69 -0.206
C -0.43 -1.67 -1.83 -0.112
H 1.61 1.48 2.22 0.070
H 1.94 2.59 0.88 0.068
H 2.50 0.90 0.79 0.074
H 0.43 1.23 -0.60 0.097
H -0.40 1.97 0.78 0.108
H 0.54 -0.90 0.69 0.107
H -0.41 -0.28 1.94 0.114
H -2.43 -0.76 0.53 0.122
H -1.70 0.25 -0.71 0.117
H 0.24 -2.55 -1.86 0.087
H 0.22 -0.77 -1.91 0.090
H -1.10 -1.69 -2.70 0.087
```

Output
LUMO ... 0.041 Ha
Relative energy (zero: lowest compared OMol25 entry of this formula, charge and spin) ... 24.55 kcal/mol
SMILES ... CCCCOC


Record 6
# C48H80F24O24

12 unconnected molecules or ions with the total composition C48H80F24O24 at a distorted geometry (ωB97M-V/def2-TZVPD, the OMol25 dataset).

```
176
Properties=species:S:1:pos:R:3:lowdin_spin:R:1
C -1.27 -4.30 2.32 0.000
O -1.15 -5.51 3.13 0.001
C -1.01 -5.22 4.51 0.004
C -1.33 -6.45 5.39 0.000
O -0.54 -7.70 5.31 0.000
C 0.78 -7.52 5.88 0.000
H -0.37 -3.70 2.48 0.000
H -2.14 -3.73 2.64 0.000
H -1.52 -4.74 1.35 0.000
H -1.74 -4.46 4.77 0.001
H -0.01 -4.86 4.78 0.004
H -2.28 -6.71 4.93 0.000
H -1.47 -6.09 6.41 0.000
H 0.76 -7.12 6.90 0.000
H 1.17 -6.82 5.15 0.000
H 1.35 -8.45 5.91 0.000
C 0.45 -1.30 0.75 0.000
O -0.40 -0.73 -0.21 0.000
C -0.18 0.67 -0.38 0.000
C -1.48 1.25 -1.04 0.000
O -1.61 2.67 -1.05 0.000
C -0.46 3.38 -1.71 0.000
H 0.25 -2.37 0.84 0.000
H 0.26 -0.92 1.76 0.000
H 1.46 -1.04 0.45 0.000
H 0.70 1.01 -0.94 0.000
H -0.03 1.09 0.61 0.000
H -2.37 0.92 -0.51 0.000
H -1.47 0.84 -2.05 0.000
H -0.19 2.89 -2.64 0.000
H 0.48 3.27 -1.18 0.000
H -0.74 4.44 -1.69 0.000
C 1.89 6.04 0.61 0.000
O 1.15 7.16 0.35 0.000
C 1.05 7.64 -0.92 0.000
C 0.22 8.89 -1.11 0.000
O -0.31 8.96 -2.44 0.000
C -0.77 10.22 -2.80 0.000
H 1.79 5.86 1.68 0.000
H 2.94 6.23 0.39 0.000
H 1.54 5.09 0.19 0.000
H 0.70 6.81 -1.53 0.000
H 2.08 7.77 -1.25 0.000
H 0.77 9.82 -0.99 0.000
H -0.62 8.87 -0.41 0.000
H -1.59 10.64 -2.22 0.000
H -1.32 9.97 -3.71 0.000
H 0.09 10.81 -3.12 0.000
C 5.20 -4.31 -0.84 0.000
O 5.57 -3.01 -0.29 0.000
C 4.81 -1.88 -0.80 0.000
C 5.25 -1.40 -2.24 0.000
O 4.94 -2.46 -3.14 0.000
C 5.51 -2.28 -4.46 0.000
H 5.81 -4.74 -1.63 0.000
H 4.17 -4.17 -1.16 0.000
H 5.17 -5.10 -0.09 0.000
H 4.94 -1.08 -0.08 0.000
H 3.73 -2.04 -0.75 0.000
H 6.30 -1.09 -2.17 0.000
H 4.70 -0.50 -2.52 0.000
H 5.53 -3.21 -5.03 0.000
H 6.51 -1.85 -4.51 0.000
H 4.82 -1.56 -4.91 0.000
C 1.21 -2.79 -3.18 0.000
C 0.89 -2.04 -4.45 0.000
O 0.71 -2.98 -5.57 0.000
C 0.56 -2.47 -6.85 0.000
O 0.73 -1.29 -7.23 0.000
C 0.10 -3.55 -7.85 0.000
F 0.94 -3.43 -8.96 0.000
F 0.21 -4.71 -7.21 0.000
F -1.16 -3.36 -8.19 0.000
H 2.05 -3.49 -3.25 0.000
H 0.35 -3.42 -2.94 0.000
H 1.27 -2.17 -2.29 0.000
H 1.77 -1.46 -4.75 0.000
H 0.08 -1.40 -4.11 0.000
C -1.34 2.52 -5.18 0.000
C -0.75 1.42 -6.08 0.000
O -1.72 0.38 -6.35 0.000
C -2.42 -0.27 -5.35 0.000
O -2.08 -0.18 -4.22 0.000
C -3.56 -1.21 -5.71 0.000
F -3.27 -1.96 -6.83 0.000
F -3.73 -2.09 -4.77 0.000
F -4.51 -0.41 -5.99 0.000
H -0.76 3.44 -5.29 0.000
H -1.45 2.20 -4.14 0.000
H -2.35 2.72 -5.52 0.000
H 0.02 0.98 -5.45 0.000
H -0.20 1.87 -6.91 0.000
C -4.09 -1.09 3.01 0.000
C -3.47 0.31 2.64 0.000
O -4.38 1.11 3.28 0.000
C -4.75 2.24 2.67 0.000
O -4.24 2.67 1.64 0.000
C -5.89 2.99 3.35 0.000
F -7.03 2.30 3.19 0.000
F -5.56 3.15 4.66 0.000
F -6.11 4.21 2.82 0.000
H -4.03 -1.20 4.10 0.000
H -3.44 -1.82 2.54 0.000
H -5.05 -1.30 2.54 0.000
H -3.51 0.54 1.58 0.000
H -2.45 0.40 3.01 0.000
C 1.24 -4.47 8.37 0.004
C 1.13 -2.95 8.72 0.003
O 0.29 -2.30 7.74 0.093
C 0.93 -1.86 6.49 0.424
O 2.15 -1.96 6.11 0.301
C -0.08 -1.11 5.61 0.076
F -1.35 -1.46 5.77 0.019
F 0.00 0.13 6.00 0.045
F 0.36 -1.15 4.29 0.016
H 1.93 -4.56 7.53 0.001
H 0.26 -4.91 8.20 0.000
H 1.71 -5.03 9.17 0.001
H 2.07 -2.43 8.90 0.001
H 0.52 -2.85 9.62 0.000
C 4.64 -3.22 3.39 0.000
C 3.23 -3.63 2.84 0.001
O 3.33 -4.99 2.45 0.000
C 2.51 -5.51 1.53 0.000
O 1.50 -4.98 0.98 0.000
C 2.79 -6.96 1.18 0.000
F 3.37 -6.87 0.02 0.000
F 3.66 -7.51 1.95 0.000
F 1.61 -7.62 1.18 0.000
H 4.60 -2.25 3.88 0.000
H 5.35 -3.23 2.57 0.000
H 4.83 -3.99 4.15 0.001
H 2.88 -2.90 2.12 0.000
H 2.49 -3.69 3.64 0.000
C 4.82 5.22 2.78 0.000
C 5.76 4.12 2.14 0.000
O 5.35 2.80 2.45 0.000
C 4.13 2.37 2.02 0.000
O 3.41 2.97 1.21 0.000
C 3.69 0.91 2.49 0.000
F 3.58 0.17 1.43 0.000
F 4.71 0.39 3.28 0.001
F 2.55 0.88 3.15 0.000
H 4.95 6.21 2.34 0.000
H 4.75 5.25 3.87 0.000
H 3.78 4.93 2.60 0.000
H 6.82 4.24 2.37 0.000
H 5.74 4.23 1.05 0.000
C -2.69 6.54 -3.74 0.000
C -3.46 6.95 -4.99 0.000
O -4.04 8.25 -4.88 0.000
C -5.32 8.40 -4.47 0.000
O -6.08 7.45 -4.23 0.000
C -5.77 9.85 -4.36 0.000
F -6.70 10.08 -5.34 0.000
F -6.41 10.12 -3.16 0.000
F -4.78 10.62 -4.54 0.000
H -2.71 5.46 -3.56 0.000
H -3.06 7.00 -2.82 0.000
H -1.67 6.91 -3.78 0.000
H -4.21 6.18 -5.19 0.000
H -2.75 7.10 -5.80 0.000
C -2.50 -3.02 -1.75 0.000
C -3.59 -2.25 -0.89 0.000
O -4.09 -3.11 0.18 0.000
C -5.07 -4.02 0.13 0.000
O -5.86 -4.16 -0.83 0.000
C -5.28 -4.87 1.47 0.000
F -4.86 -4.21 2.51 0.000
F -6.51 -5.13 1.66 0.000
F -4.61 -6.01 1.35 0.000
H -1.90 -2.26 -2.25 0.000
H -2.87 -3.71 -2.51 0.000
H -1.82 -3.58 -1.11 0.000
H -4.35 -1.82 -1.54 0.000
H -3.09 -1.34 -0.53 0.000
```

Output
LUMO (spin up / spin down) ... 0.055 / 0.055 Ha
2S+1 ... 2
Charge ... -1
<S²> ... 0.753


Record 7
# C9H16Si

A single C9H16Si molecule at a distorted geometry (ωB97M-V/def2-TZVPD, the OMol25 dataset).

```
26
Properties=species:S:1:pos:R:3:lowdin_spin:R:1
C 0.65 1.90 0.41 0.173
C -0.40 2.71 -0.01 0.334
C 0.90 0.63 0.61 0.842
C -2.45 1.21 0.03 0.250
C -1.77 2.39 -0.35 -0.029
C -3.79 1.01 -0.31 0.059
C 0.09 -2.37 0.09 0.032
C 2.57 -1.95 1.49 0.019
C 2.40 -0.78 -1.39 0.027
Si 1.42 -1.01 0.28 0.178
H 1.51 2.52 0.66 0.043
H -0.34 3.78 -0.04 0.016
H -1.84 0.33 0.30 0.022
H -2.42 3.06 -0.88 -0.006
H -4.06 1.74 -1.05 0.002
H -4.36 1.07 0.57 0.018
H -4.01 0.00 -0.74 0.011
H -0.61 -1.95 -0.53 0.000
H 0.50 -3.21 -0.45 0.003
H -0.36 -2.74 1.04 0.001
H 1.81 -2.26 2.25 0.000
H 3.14 -2.80 1.23 0.002
H 3.34 -1.26 1.85 0.000
H 1.81 -0.29 -2.21 0.000
H 3.22 -0.10 -1.14 0.001
H 3.05 -1.63 -1.71 0.004
```

Output
LUMO (spin up / spin down) ... 0.035 / -0.028 Ha
2S+1 ... 3
Relative energy (zero: lowest compared OMol25 entry of this formula, charge and spin) ... 12.02 kcal/mol
<S²> ... 2.076


Record 8
# C35H38ClIrN4OS3

A molecular structure, C35H38ClIrN4OS3 at a distorted geometry (ωB97M-V/def2-TZVPD, the OMol25 dataset).

```
83
Properties=species:S:1:pos:R:3:lowdin_spin:R:1
Ir -1.14 0.35 1.16 2.601
C 0.31 3.29 0.07 0.005
N -0.32 2.86 1.32 0.072
C 0.64 3.03 2.40 0.006
C -1.49 3.68 1.60 0.003
C -2.64 3.39 0.64 0.004
N -3.16 2.03 0.78 0.079
C -3.89 1.70 -0.45 0.009
C -4.09 1.96 1.90 0.003
H 0.46 4.38 0.06 0.003
H -0.30 3.01 -0.78 0.000
H 1.27 2.80 -0.04 0.000
H 1.03 4.06 2.44 0.002
H 1.47 2.34 2.26 0.001
H 0.17 2.81 3.36 0.000
H -1.24 4.76 1.51 0.001
H -1.81 3.50 2.62 0.000
H -2.29 3.52 -0.39 0.000
H -3.44 4.13 0.81 0.002
H -4.62 2.47 -0.70 0.003
H -4.42 0.76 -0.31 0.002
H -3.18 1.58 -1.27 0.001
H -4.94 2.63 1.76 0.001
H -3.58 2.23 2.83 0.000
H -4.46 0.94 2.00 0.000
S -3.12 -1.17 0.69 0.286
C -2.54 -2.08 -0.65 0.039
C -3.39 -2.36 -1.72 0.020
C -2.93 -3.06 -2.82 0.002
C -3.79 -3.28 -3.92 0.000
N -4.50 -3.45 -4.80 -0.001
C -1.60 -3.54 -2.85 0.012
C -0.76 -3.29 -1.77 0.010
C -1.20 -2.54 -0.68 0.038
S -0.13 -2.15 0.62 0.231
C -1.13 -4.23 -3.98 0.002
N -0.73 -4.78 -4.90 0.006
H -4.41 -2.00 -1.69 0.003
H 0.25 -3.67 -1.77 0.003
Cl -0.51 -5.50 5.12 0.014
C -0.71 -3.86 4.59 0.045
C 0.40 -3.03 4.50 -0.007
C 0.23 -1.72 4.11 0.040
C -1.04 -1.20 3.80 0.017
C -1.21 0.18 3.43 0.227
C -2.14 -2.08 3.89 0.040
C -1.98 -3.39 4.28 -0.007
H 1.38 -3.40 4.76 -0.001
H 1.10 -1.08 4.03 0.002
H -0.39 0.81 3.76 0.025
H -2.19 0.58 3.69 0.019
H -3.13 -1.72 3.65 0.002
H -2.83 -4.05 4.35 -0.001
O 1.03 0.56 0.24 0.103
S 1.97 -0.52 -0.17 0.011
C 1.80 -0.66 -2.03 0.002
C 1.19 0.58 -2.57 0.000
C -0.19 0.69 -2.63 0.004
C -0.79 1.84 -3.12 0.001
C 0.00 2.90 -3.54 0.000
C 1.38 2.81 -3.48 0.001
C 1.97 1.65 -3.01 0.000
C 3.60 0.40 -0.18 0.009
C 4.65 -0.54 -0.63 0.001
C 4.79 -1.76 0.03 0.001
C 5.76 -2.67 -0.36 0.000
C 6.60 -2.38 -1.42 0.001
C 6.46 -1.17 -2.10 0.000
C 5.48 -0.27 -1.71 0.001
H 1.17 -1.52 -2.19 0.000
H 2.81 -0.85 -2.40 0.000
H -0.81 -0.14 -2.32 0.002
H -1.86 1.90 -3.21 0.000
H -0.46 3.80 -3.93 0.000
H 1.99 3.63 -3.80 0.000
H 3.05 1.56 -3.01 0.000
H 3.74 0.69 0.87 0.000
H 3.51 1.29 -0.80 0.000
H 4.13 -1.99 0.85 0.000
H 5.86 -3.60 0.17 0.000
H 7.35 -3.08 -1.73 0.000
H 7.11 -0.94 -2.92 0.000
H 5.38 0.67 -2.24 0.000
```

Output
LUMO (spin up / spin down) ... 0.003 / -0.052 Ha
2S+1 ... 5
Relative energy (zero: lowest compared OMol25 entry of this formula, charge and spin) ... 28.66 kcal/mol
<S²> ... 6.022


Record 9
# C4H9S

2 unconnected molecules or ions with the total composition C4H9S at a distorted geometry (ωB97M-V/def2-TZVPD, the OMol25 dataset).

```
14
Properties=species:S:1:pos:R:3:lowdin_charge:R:1
C -1.40 -0.44 -2.74 -0.723
S -2.23 1.14 -2.20 -0.119
H -0.40 -0.41 -2.38 -0.058
H -1.30 -0.52 -3.81 -0.034
H -2.00 -1.25 -2.30 -0.025
C 1.27 0.89 0.86 -0.142
C 0.30 -0.13 1.34 -0.262
C 0.50 -0.84 2.47 -0.055
H 2.22 0.47 0.34 0.103
H 1.59 1.55 1.67 0.059
H 0.81 1.59 0.20 0.042
H -0.65 -0.19 0.78 0.090
H -0.38 -1.13 3.00 0.027
H 1.66 -0.73 2.77 0.098
```

Output
LUMO ... 0.134 Ha
Charge ... -1
Relative energy (zero: lowest compared OMol25 entry of this formula, charge and spin) ... 36.90 kcal/mol


- What is the formula in the fourth record?
  C4H5NO2